The following is a DFT calculation (ωB97M-V with the def2-TZVPD basis set) of the molecule C6H12O.

Last columns: bonded neighbours and bond lengths (Å).
Positions of all 19 atoms, in Å:
1 C -1.3583 -0.3740 1.1900  H3 1.098, C9 1.503, H10 1.093, C16 1.555
2 H 3.8221 0.1717 0.0014  C4 1.094
3 H -1.7357 0.6387 1.3822  C1 1.098
4 C 2.8917 0.2123 0.5760  H2 1.094, H8 1.092, C14 1.510, H19 1.094
5 H -3.0460 0.6833 -0.9861  C13 1.094
6 H 1.6104 -0.1535 -1.1339  C14 1.095
7 H -1.3286 1.0782 -1.1139  C13 1.095
8 H 2.6999 -0.7630 1.0285  C4 1.092
9 C 0.1267 -0.4706 0.9763  C1 1.503, O12 1.318
10 H -1.7130 -1.0636 1.9604  C1 1.093
11 H -2.0526 -0.0826 -2.2393  C13 1.094
12 O 0.4848 0.6496 0.3810  C9 1.318, C14 1.445
13 C -2.0577 0.2662 -1.2022  H5 1.094, H7 1.095, H11 1.094, C16 1.525
14 C 1.7405 0.5787 -0.3295  C4 1.510, H6 1.095, O12 1.445, H17 1.092
15 H -0.7841 -1.3665 -0.6061  C16 1.107
16 C -1.7036 -0.8666 -0.2442  C1 1.555, C13 1.525, H15 1.107, H18 1.092
17 H 1.8575 1.5667 -0.7809  C14 1.092
18 H -2.4537 -1.6600 -0.2314  C16 1.092
19 H 2.9997 0.9551 1.3718  C4 1.094

Calculated values
E in hartree: -310.9435
Frontier orbital gap in eV: 9.32
Energy above the lowest of the compared OMol25 structures with the same formula, charge and spin in kJ/mol: 303.8

Population analysis type natural (NBO), resulting atomic charges in e:
1 C -0.55
2 H 0.22
3 H 0.21
4 C -0.65
5 H 0.21
6 H 0.18
7 H 0.22
8 H 0.24
9 C 0.26
10 H 0.22
11 H 0.21
12 O -0.53
13 C -0.61
14 C -0.06
15 H 0.21
16 C -0.39
17 H 0.19
18 H 0.22
19 H 0.21

=====

The following is a DFT calculation (ωB97M-V with the def2-TZVPD basis set) of the molecule C6H12O.

Last columns: bonded neighbours and bond lengths (Å).
Positions of all 19 atoms, in Å:
1 H -0.9612 -0.4390 -1.5854  C19 1.104
2 C 0.3865 0.8881 -0.4074  O5 1.407, C6 1.534, H12 1.098, C19 1.542
3 C -1.6845 -0.1641 0.4765  C17 1.471, C19 1.471
4 H -1.6696 1.0949 -1.0493  C19 1.110
5 O 0.2395 1.7532 0.6930  C2 1.407, H10 0.978
6 C 1.4025 -0.2288 -0.1379  C2 1.534, H9 1.100, H13 1.101, C15 1.524
7 H -2.0957 -2.1041 0.4335  C17 1.108
8 H -3.1271 -1.2935 -0.7606  C17 1.101
9 H 1.5937 -0.7659 -1.0780  C6 1.100
10 H -0.3957 1.2913 1.2753  O5 0.978
11 H 2.5066 0.7876 1.4120  C15 1.093
12 H 0.7419 1.5032 -1.2445  C2 1.098
13 H 0.9455 -0.9548 0.5526  C6 1.101
14 H 3.1863 1.0159 -0.2018  C15 1.096
15 C 2.7054 0.2870 0.4607  C6 1.524, H11 1.093, H14 1.096, H16 1.095
16 H 3.4119 -0.5311 0.6362  C15 1.095
17 C -2.7067 -1.1974 0.2530  C3 1.471, H7 1.108, H8 1.101, H18 1.094
18 H -3.4919 -1.2165 1.0147  C17 1.094
19 C -0.9874 0.2741 -0.7426  H1 1.104, C2 1.542, C3 1.471, H4 1.110

Calculated values
E in hartree: -310.9280
Frontier orbital gap in eV: 8.74
Energy above the lowest of the compared OMol25 structures with the same formula, charge and spin in kJ/mol: 344.7

Population analysis type natural (NBO), resulting atomic charges in e:
1 H 0.21
2 C 0.11
3 C 0.15
4 H 0.28
5 O -0.73
6 C -0.42
7 H 0.28
8 H 0.20
9 H 0.20
10 H 0.49
11 H 0.22
12 H 0.17
13 H 0.19
14 H 0.20
15 C -0.61
16 H 0.21
17 C -0.77
18 H 0.24
19 C -0.61

=====

The following is a DFT calculation (ωB97M-V with the def2-TZVPD basis set) of a cluster of 2 separate species, C6H12O in total at a distorted geometry.

Last columns: bonded neighbours and bond lengths (Å).
Positions of all 19 atoms, in Å:
1 H -1.8362 0.9849 -0.9599  C19 1.084
2 H 0.4170 2.8040 2.3772  C7 1.097
3 H 1.6960 0.0468 2.8470  C12 1.090
4 H 1.0878 0.6421 -0.1339  C9 1.099
5 H 0.7842 0.2263 -2.2976  C16 1.091
6 O -1.9864 -5.2701 -4.2840  H11 0.944, H14 0.953
7 C 0.3335 1.7298 2.5854  H2 1.097, C12 1.506, C15 1.483, H17 1.107
8 H 2.2801 1.5831 3.6103  C12 1.091
9 C 0.0347 0.7170 0.1723  H4 1.099, C15 1.382, C19 1.409
10 H -1.3083 0.5615 1.6953  C15 1.098
11 H -1.4609 -6.0542 -4.2677  O6 0.944
12 C 1.7010 1.1361 2.8005  H3 1.090, C7 1.506, H8 1.091, H13 1.096
13 H 2.2658 1.3936 1.8974  C12 1.096
14 H -1.4650 -4.6600 -4.7973  O6 0.953
15 C -0.3101 0.9685 1.4871  C7 1.483, C9 1.382, H10 1.098
16 C -0.2938 0.3536 -2.1922  H5 1.091, H18 1.085, C19 1.364
17 H -0.2479 1.8581 3.5182  C7 1.107
18 H -0.8988 0.2869 -3.0902  C16 1.085
19 C -0.7926 0.6920 -0.9681  H1 1.084, C9 1.409, C16 1.364

Calculated values
Net charge: +1
E in hartree: -310.6744
Frontier orbital gap (spin up / spin down) in eV: 8.01 / 5.87
Multiplicity: 2
Energy above the lowest of the compared OMol25 structures with the same formula, charge and spin in kJ/mol: 112.5

Population analysis type natural (NBO), resulting atomic charges in e:
1 H 0.25
2 H 0.28
3 H 0.22
4 H 0.24
5 H 0.21
6 O -0.93
7 C -0.51
8 H 0.26
9 C -0.12
10 H 0.23
11 H 0.47
12 C -0.60
13 H 0.21
14 H 0.46
15 C 0.15
16 C -0.09
17 H 0.26
18 H 0.24
19 C -0.22